w:
6
Properties=species:S:1:pos:R:3 method="wB97M-V/def2-TZVPD" homo_lumo_gap_ev=11.3 total_charge=0 smiles=OCBr homo_ev=-10.57
Br -2.03 -0.07 -0.28
O 0.65 1.12 -0.19
C -0.19 -0.33 -0.06
H 1.15 1.07 0.54
H 0.15 -0.94 -0.89
H 0.28 -0.84 0.87

=====

x:
6
Properties=species:S:1:pos:R:3 method="wB97M-V/def2-TZVPD" homo_lumo_gap_ev="4.0 / 4.0" total_charge=0 homo_ev="-7.51 / -7.54"
Br -1.47 0.25 2.77
O -1.49 0.89 1.24
C 0.71 -0.23 -0.98
H 1.64 0.07 -1.24
H -0.07 0.36 -0.82
H 0.68 -1.34 -0.96

=====

y:
6
Properties=species:S:1:pos:R:3 method="wB97M-V/def2-TZVPD" homo_lumo_gap_ev="7.5 / 7.5" total_charge=0 homo_ev="-8.91 / -8.91"
Br -0.22 -1.35 1.96
O -1.02 -0.95 0.48
C 0.29 0.53 -0.57
H 0.27 1.31 0.17
H 1.14 -0.11 -0.68
H -0.44 0.56 -1.36

=====

The data favor w; the next most stable structure lies 69.7 kcal/mol above it.

=====

w:
88
Properties=species:S:1:pos:R:3 method="wB97M-V/def2-TZVPD" homo_lumo_gap_ev="6.7 / 6.7" total_charge=+2 homo_ev="-12.42 / -12.42"
Ge -1.75 -2.01 -1.22
Ti -0.28 -0.25 0.05
S 0.41 0.01 -3.85
S 2.62 -1.88 -3.45
O 1.45 3.00 -1.43
O 1.17 -2.85 3.17
O 0.55 -1.69 0.89
O 0.69 1.38 -0.08
N 2.37 5.66 -0.01
N 0.21 5.58 -0.84
N 1.06 -1.03 -1.48
N 1.92 6.47 -2.12
N -1.49 1.09 -1.36
N 1.97 -1.93 -0.88
C -0.59 -4.45 -0.10
C -1.28 3.20 -2.68
C 0.55 2.31 -1.02
C -2.28 1.83 1.71
C 1.50 5.89 -1.00
C 2.47 -3.14 1.13
C -0.78 5.64 -1.91
C 1.67 0.00 -5.15
C 0.43 -6.18 -1.42
C -4.43 -0.99 -0.83
C 2.19 -3.41 2.48
C 4.07 -4.90 2.58
C -0.55 -4.27 -2.50
C -1.34 2.56 2.42
C 0.11 -5.48 -2.58
C -1.26 -0.22 2.46
C -3.49 -1.91 -0.36
C 0.07 -5.66 -0.18
C 2.24 -1.40 -5.16
C -3.78 -2.63 0.79
C -0.92 2.46 -1.39
C -4.98 -2.44 1.47
C -0.33 1.90 3.11
C -2.24 0.43 1.72
C -0.91 -3.73 -1.26
C 3.55 -3.79 0.53
C 1.32 -0.98 -2.75
C 3.00 -4.29 3.20
C -0.61 4.54 -2.97
C 1.65 -2.24 0.32
C 4.35 -4.66 1.23
C -0.27 0.51 3.13
C -5.90 -1.51 1.00
C -5.63 -0.79 -0.15
H -3.08 -3.37 1.17
H -0.84 -4.06 0.88
H -5.19 -3.02 2.36
H 3.35 5.80 -0.16
H 0.50 -0.01 3.69
H -2.37 3.34 -2.66
H -3.09 2.34 1.19
H 4.69 -5.58 3.15
H -1.76 5.60 -1.43
H 3.17 -1.45 -5.72
H -4.26 -0.45 -1.76
H 0.94 -7.13 -1.48
H -1.93 -1.51 -2.67
H -3.04 -0.14 1.27
H -2.50 1.11 -1.18
H -6.83 -1.37 1.53
H 2.11 5.07 0.76
H 3.75 -3.60 -0.52
H 0.65 -2.33 2.54
H -1.41 3.64 2.46
H 2.77 -4.47 4.24
H -1.35 2.98 -0.53
H -1.08 2.55 -3.53
H -0.03 5.10 0.02
H -1.41 0.68 -2.29
H -0.80 -3.74 -3.41
H 0.31 -6.20 0.73
H 0.38 -5.89 -3.54
H 1.17 0.25 -6.09
H 1.29 6.69 -2.87
H 5.18 -5.15 0.75
H -1.06 4.91 -3.89
H 2.43 0.75 -4.92
H -6.36 -0.10 -0.54
H 0.41 2.46 3.67
H 1.53 -2.11 -5.58
H -1.31 -1.30 2.58
H -0.73 6.63 -2.37
H 2.88 6.73 -2.23
H 0.45 4.39 -3.16

=====

x:
88
Properties=species:S:1:pos:R:3 method="wB97M-V/def2-TZVPD" homo_lumo_gap_ev="6.5 / 6.5" total_charge=+2 homo_ev="-12.69 / -12.69"
Ge -0.15 2.66 -0.59
Ti 0.66 0.14 -0.20
S -3.88 -0.01 1.09
S -1.62 1.35 2.43
O 0.50 -1.85 -3.98
O 1.09 -0.24 1.64
O -0.08 -0.36 -1.87
O 0.01 -1.40 3.21
N 1.87 -2.22 6.07
N -2.00 -0.88 -0.75
N 0.68 -2.34 0.05
N -1.38 -0.07 0.21
N 2.40 -0.31 4.89
N 2.83 -2.38 3.98
C -4.22 0.74 2.71
C 2.79 1.04 -1.14
C 1.16 -4.17 3.47
C 3.99 -0.77 -0.07
C -2.20 0.36 1.13
C 2.01 4.09 -4.57
C 1.15 -2.58 1.43
C 3.23 -0.29 -1.13
C 2.61 -3.82 3.81
C -3.28 1.91 2.91
C -3.07 -2.10 -3.08
C 0.67 -1.36 2.21
C 3.85 1.39 1.00
C -4.81 3.33 -1.14
C -2.08 2.87 -0.78
C -1.72 -1.74 -2.98
C -1.28 -0.97 -1.82
C 4.31 0.08 0.98
C -2.62 -3.30 -5.10
C -1.29 -2.95 -5.03
C -3.52 -2.88 -4.12
C 0.73 3.24 -2.24
C -2.76 3.77 0.04
C -2.78 2.22 -1.80
C 0.48 2.61 -3.46
C 1.11 3.03 -4.62
C -4.14 2.45 -1.97
C 0.75 -3.93 2.01
C 2.26 4.73 -3.37
C -0.83 -2.16 -3.98
C 2.36 -1.64 4.98
C -4.12 4.00 -0.14
C 1.62 4.31 -2.21
C 3.08 1.88 -0.05
H 2.24 -2.50 1.39
H 0.91 2.54 -5.56
H 3.02 -0.93 -1.99
H 4.12 2.06 1.81
H -4.57 -3.15 -4.19
H 1.21 -2.86 -0.63
H 2.51 4.42 -5.48
H 3.30 -1.88 3.24
H 4.37 -1.78 -0.08
H -5.26 1.06 2.71
H 1.01 -5.23 3.69
H -3.56 2.75 2.28
H 2.29 1.44 -2.01
H 1.81 4.84 -1.28
H 0.36 3.58 0.54
H 1.19 -4.71 1.38
H -2.27 1.55 -2.47
H -0.29 -2.64 -0.05
H 2.93 -4.33 4.72
H 3.30 -4.16 3.04
H -4.64 4.71 0.49
H 4.96 -0.27 1.78
H 0.63 -1.12 -3.36
H -3.24 2.22 3.95
H -5.87 3.51 -1.29
H 2.04 0.26 5.64
H -4.67 1.94 -2.77
H -0.33 -4.05 1.93
H -4.09 -0.02 3.48
H -0.58 -3.26 -5.79
H 2.76 2.91 -0.08
H -3.75 -1.76 -2.31
H -2.23 4.31 0.82
H 2.44 0.12 3.99
H 1.45 -1.68 6.81
H 1.93 -3.22 6.21
H -0.22 1.78 -3.52
H 0.49 -3.61 4.13
H 2.95 5.57 -3.33
H -2.97 -3.91 -5.92

=====

The data favor x; the next most stable structure lies 2.6 kcal/mol above it.

=====

w:
26
Properties=species:S:1:pos:R:3 method="wB97M-V/def2-TZVPD" homo_lumo_gap_ev=11.0 total_charge=0 smiles=CCCCC.O.O.O homo_ev=-10.57
O 3.10 0.17 5.10
O -4.49 0.48 -2.34
O -1.61 2.71 -2.63
C 1.27 -0.55 -1.98
C 1.28 -0.55 0.58
C 0.26 -1.68 0.76
C 1.08 0.15 -0.69
C -1.03 -1.02 1.28
H 0.04 0.50 -0.73
H 2.81 0.44 5.96
H -3.73 1.05 -2.12
H 2.23 -1.09 -1.92
H -0.68 2.66 -2.87
H 0.11 -2.29 -0.10
H 1.39 0.12 -2.86
H 0.50 -1.46 -1.93
H -1.96 -1.24 0.66
H 1.27 -0.08 1.58
H -1.16 -1.35 2.35
H 2.55 0.59 4.53
H -5.18 1.06 -2.71
H -1.12 0.08 1.36
H 0.79 -2.48 1.36
H 1.61 1.10 -0.67
H -1.63 3.71 -2.51
H 2.31 -1.02 0.53

=====

x:
26
Properties=species:S:1:pos:R:3 method="wB97M-V/def2-TZVPD" homo_lumo_gap_ev=11.3 total_charge=0 smiles=CCCCC.O.O.O homo_ev=-10.81
O 0.70 2.76 -0.31
O 0.74 -3.54 2.46
O -1.45 3.54 1.08
C 1.56 -0.26 -2.71
C -0.96 -1.29 -0.02
C 0.19 -0.27 -2.04
C -1.36 -0.91 1.40
C 0.34 -0.60 -0.52
H -0.43 -1.08 -2.44
H 0.40 0.35 -0.01
H 1.25 -1.15 -0.34
H -1.79 -1.09 -0.70
H 2.12 -1.16 -2.52
H 2.11 0.59 -2.28
H -1.13 3.15 0.25
H -2.17 -0.17 1.42
H -0.31 0.68 -2.17
H -0.60 -0.67 2.13
H 1.51 -2.96 2.38
H 0.05 -2.99 2.85
H -1.89 -1.76 1.85
H 1.09 2.38 -1.11
H -1.06 3.08 1.81
H 1.36 3.16 0.28
H -0.70 -2.34 -0.08
H 1.54 0.12 -3.74

=====

The data favor x; the next most stable structure lies 24.2 kcal/mol above it.

=====

w:
15
Properties=species:S:1:pos:R:3 method="wB97M-V/def2-TZVPD" homo_lumo_gap_ev=10.8 total_charge=0 smiles=O.O.O.O.O homo_ev=-10.76
O 2.12 1.64 -2.08
O -0.25 0.68 0.17
O 0.62 0.72 2.71
O -2.88 -1.46 -0.87
O 0.73 -1.37 -1.31
H 0.59 -2.05 -0.64
H -0.96 1.30 0.01
H 0.12 0.95 1.03
H 0.65 1.27 3.50
H -2.70 -2.37 -1.09
H 1.39 1.17 -2.45
H 0.50 -0.54 -0.91
H -2.35 -1.39 -0.07
H 1.94 1.55 -1.14
H 0.46 -0.09 3.13

=====

x:
15
Properties=species:S:1:pos:R:3 method="wB97M-V/def2-TZVPD" homo_lumo_gap_ev=11.7 total_charge=0 smiles=O.O.O.O.O homo_ev=-11.07
O -2.70 -1.41 0.28
O -1.28 -0.46 3.45
O -0.71 -2.01 -1.60
O 3.65 3.30 -0.15
O 0.75 0.81 -1.80
H 0.20 0.59 -1.05
H -3.60 -1.72 0.19
H -0.12 -1.27 -1.77
H 1.60 1.15 -1.48
H -2.22 -1.80 -0.47
H 4.26 3.98 -0.42
H 3.92 3.09 0.75
H -2.14 -0.16 3.13
H -1.23 -1.37 3.13
H -0.38 -2.70 -2.18

=====

The data favor x; the next most stable structure lies 3.6 kcal/mol above it.